C52H41N2O6S2V | the ωB97M-V functional and the def2-TZVPD basis

CARTESIAN COORDINATES (ANGSTROEM)
C (3.77423, -2.39670, 1.83697)
C (-3.54841, 1.97524, -1.84545)
H (0.65340, 3.80971, -2.90842)
H (4.21396, 4.56734, 4.26822)
C (-0.05289, -5.26056, 0.70195)
H (-2.67884, 3.59943, 2.55780)
H (4.45147, 2.89462, 2.46339)
H (0.32893, -1.56555, -2.72927)
C (-0.58665, -3.55340, 2.31876)
H (0.24785, 3.70841, 0.30733)
C (-1.83306, -4.75369, -2.62035)
C (-0.19297, 2.48629, 1.98617)
N (2.55584, 0.12852, -2.70105)
C (-0.64790, 3.43779, 0.87489)
H (0.41599, -1.67022, 2.07681)
C (1.07549, 3.01497, 2.63910)
H (-1.01155, 4.35797, 1.32955)
H (-1.17389, 0.06280, -2.90921)
C (3.63776, -2.35643, 0.45191)
H (-6.34765, -1.26929, 1.79718)
H (-0.01042, 0.44341, 3.69925)
H (1.33612, -4.69666, -0.83836)
O (4.80656, 0.20483, -3.84592)
C (1.89072, 1.20513, -2.56529)
C (5.97306, -2.73571, 0.13925)
H (-0.18643, -6.26275, 0.31884)
C (-4.42467, -1.43976, -0.98133)
O (1.12236, 1.39767, -1.48981)
C (-5.56160, -1.45744, -0.19036)
H (-1.42216, -5.52618, 2.32697)
H (-4.30327, 2.82645, 4.21651)
S (2.09372, -2.07014, -0.33267)
C (3.33520, 4.13264, 3.81201)
C (-0.96612, 0.94719, 3.79244)
C (-5.45951, -1.25697, 1.18016)
H (3.78177, 2.25159, -6.47802)
H (-0.29286, -5.64059, -3.81868)
C (-3.07297, -1.03014, 0.95975)
C (-2.36567, 1.29504, -1.61538)
C (5.03308, -2.60342, 2.36517)
H (-3.01911, 4.52638, 0.28548)
H (2.91279, -2.28171, 2.48182)
C (3.46820, 3.19639, 2.79879)
C (-1.96394, -1.16065, -1.32730)
H (-1.66182, -0.34220, 5.35188)
C (-3.37221, 2.28995, 4.09303)
C (-3.16844, -1.23762, -0.40981)
H (2.46984, 1.90714, 1.42071)
H (5.16954, -2.64152, 3.43694)
C (-3.80336, 3.15009, -1.16369)
C (-2.09803, 0.00161, -2.32735)
C (2.34223, 2.64012, 2.20727)
H (-0.04013, 4.22584, 4.02230)
C (0.14698, -3.59667, -3.33132)
C (-0.74843, -4.84261, 1.82821)
C (-1.51189, -2.44976, -2.00283)
O (0.16064, 1.26188, 1.27339)
C (1.97330, 2.25322, -3.59419)
C (-1.69060, 2.89406, -0.06161)
C (2.84001, 1.82852, -4.59126)
H (1.11228, 5.22216, -4.90299)
C (-3.09802, 1.18194, 4.87669)
C (4.71811, -2.51716, -0.40845)
C (3.10621, 2.59023, -5.70482)
H (4.57956, -2.46734, -1.48154)
H (1.08829, -3.57961, -3.86613)
H (-1.13705, -3.23114, 3.19261)
V (0.27607, 0.49757, -0.22277)
O (1.71429, -0.60514, 0.12417)
H (-2.11497, -0.84821, 1.42730)
H (1.95968, 5.23234, 5.03776)
O (2.85640, -0.78042, -5.03214)
C (2.07045, 4.50772, 4.24263)
C (-4.21576, -1.03970, 1.74971)
H (-3.81517, 0.84831, 5.61471)
C (-2.27524, -3.60855, -1.96704)
C (-0.29265, -2.45551, -2.68391)
C (0.96296, -3.10593, 0.56435)
C (1.33142, 3.47472, -3.68275)
H (-4.72163, 3.69729, -1.32864)
C (-2.44785, 2.72371, 3.14929)
H (-6.52839, -1.62681, -0.64502)
H (-2.43879, -5.64961, -2.59180)
H (-3.20747, -3.63464, -1.42054)
C (0.27857, -2.67287, 1.68987)
H (-2.90314, -0.21360, -3.02707)
C (0.80661, -4.38728, 0.05476)
C (-2.86029, 3.60938, -0.26426)
H (-4.52085, -1.59508, -2.04990)
O (-0.81692, -0.75279, -0.52887)
S (3.41862, 0.20037, -4.16296)
C (-1.24243, 2.05485, 2.99251)
H (7.10476, -2.95071, 1.94087)
C (-1.88979, 0.51020, 4.72524)
H (-4.12417, -0.86861, 2.81455)
C (6.12496, -2.77684, 1.51684)
C (0.94344, 3.94612, 3.66406)
C (-0.62801, -4.75019, -3.30354)
C (1.59288, 4.25901, -4.80036)
N (-1.44627, 1.75255, -0.73761)
H (-4.25771, 1.57343, -2.55464)
C (2.46612, 3.82534, -5.79213)
H (2.65040, 4.45754, -6.64990)
H (6.82696, -2.87092, -0.50941)

Summary:
- Total energy: -4307.04520 Eh
- HOMO-LUMO gap: 6.04 eV
- ΔE to the lowest compared entry with this formula, charge and spin: 15.2 kcal per mole
- Total charge: +2
- LUMO level: -7.6732 eV
- HOMO level: -13.7 eV
- Maximum force: 0.936 eV Å⁻¹

These are the Mulliken partial charges, in e, on atoms 1 to 8:
1. C -0.39
2. C -0.69
3. H 0.50
4. H 0.44
5. C -0.92
6. H 0.43
7. H 0.49
8. H -0.14

C7H19FOSi2 | the ωB97M-V functional and the def2-TZVPD basis

CARTESIAN COORDINATES (ANGSTROEM)
H (-1.49053, -1.47694, 1.30831)
H (-0.06396, -1.84437, 2.24424)
H (0.03613, -0.45471, -2.38130)
C (-0.55668, 1.85826, -1.14016)
H (0.51457, 1.53526, 3.58084)
H (0.12297, 1.84206, -0.28426)
H (-1.17834, 2.74854, -1.04702)
H (0.05615, 1.97143, -2.03839)
C (0.69591, 0.77208, 2.81802)
H (4.19135, 0.04536, -0.88610)
H (-2.15746, 0.71513, -2.01686)
O (1.89541, -0.34642, 0.12167)
H (2.28729, 0.64590, -2.22406)
H (2.85602, 1.96997, -0.29923)
H (-1.03411, 0.99414, 1.61717)
C (-1.40796, 0.59760, -1.22796)
C (-0.48597, -1.11269, 1.55113)
H (-2.06301, -2.19408, -0.96387)
C (-1.49096, -1.85857, -1.83482)
Si (2.82253, 0.59575, -0.84509)
C (-0.61723, 0.23191, 2.28386)
F (1.42700, -0.25437, 3.45155)
H (-1.32118, 0.13132, 3.11218)
C (-0.58679, -0.66325, -1.50375)
Si (0.48305, -1.19843, -0.04672)
H (0.85198, -2.61592, -0.28558)
H (1.32619, 1.19113, 2.03421)
H (-0.92315, -2.71553, -2.19496)
H (-1.97519, 0.47054, -0.29768)
H (-2.21404, -1.58110, -2.60539)

Summary:
- Total energy: -1032.27926 Eh
- HOMO-LUMO gap: 10.89 eV
- LUMO level: 0.9205 eV
- HOMO level: -10.0 eV
- Maximum force: 0.468 eV Å⁻¹
- Structure (SMILES): CC[C@H](C)[Si@H](CCCF)O[SiH3]

These are the Mulliken partial charges, in e, on atoms 1 to 8:
1. H 0.37
2. H 0.52
3. H 0.36
4. C -1.07
5. H 0.36
6. H 0.07
7. H 0.36
8. H 0.38

C4H7NO | the ωB97M-V functional and the def2-TZVPD basis

CARTESIAN COORDINATES (ANGSTROEM)
H (0.25601, -1.92204, -0.21872)
C (-1.15963, -0.19359, 1.58450)
C (0.94363, -1.10210, -0.30864)
H (1.32436, -1.03440, -1.31803)
H (0.42755, 0.95587, -1.82932)
O (0.34461, 0.60497, 1.37874)
C (-0.15150, 1.18419, -0.97426)
N (-1.26907, -0.59736, 0.42663)
H (-1.18817, 1.50977, -1.15277)
H (-1.52214, -0.36611, 2.61010)
H (1.81648, -1.22042, 0.29062)
C (0.00853, 0.02339, 0.00756)
H (0.16934, 2.15781, -0.49641)

Summary:
- Total energy: -286.49647 Eh
- HOMO-LUMO gap: 11.11 eV
- ΔE to the lowest compared entry with this formula, charge and spin: 84.8 kcal per mole
- LUMO level: 1.0696 eV
- HOMO level: -10.0 eV
- Maximum force: 5.064 eV Å⁻¹

These are the Mulliken partial charges, in e, on atoms 1 to 8:
1. H 0.41
2. C -0.21
3. C -1.56
4. H 0.33
5. H 0.36
6. O -0.61
7. C -1.53
8. N -0.67

C10H18NO4 | the ωB97M-V functional and the def2-TZVPD basis

CARTESIAN COORDINATES (ANGSTROEM)
H (2.87375, -0.15990, -1.74340)
H (0.16540, -2.45499, 0.26700)
H (-2.81426, -0.77328, 3.54274)
C (-1.56935, -2.02876, 2.25180)
H (-1.21517, -1.11149, 4.19500)
O (0.61600, 0.57314, -0.71204)
H (0.85147, 2.48397, -3.60177)
C (0.44701, -0.23301, -3.00602)
H (-0.62733, -0.10654, -3.11435)
N (-0.39271, -0.13409, 1.50526)
C (2.56557, 0.81709, -2.10487)
O (-1.23065, 1.76253, -0.02288)
C (0.95318, -0.39704, 1.80140)
O (-0.61110, -1.96836, -0.05298)
H (0.64380, -1.18738, -2.52395)
H (-0.63257, 0.99979, 3.26584)
H (2.94906, 1.58130, -1.43304)
C (-1.21715, 0.37168, 2.59489)
H (-2.02216, 0.97353, 2.16559)
H (1.32375, 0.23553, 2.62329)
C (-1.76655, -0.89944, 3.28057)
C (1.06627, 0.89654, -2.22356)
H (-2.11823, -0.83501, 0.52774)
C (-1.21668, -1.28986, 0.95881)
H (3.00654, 0.97877, -3.08547)
H (-0.53849, 2.31533, -2.54415)
H (0.96561, 3.03494, -1.93575)
H (-2.45620, -2.64373, 2.12359)
H (0.89211, -0.25964, -3.99904)
H (-0.73924, -2.68203, 2.53129)
C (-0.33701, 1.04512, -0.15210)
C (0.54754, 2.26403, -2.58004)
O (1.63780, -1.16875, 1.20060)

Summary:
- Total energy: -747.29222 Eh
- HOMO-LUMO gap: 10.77 eV
- ΔE to the lowest compared entry with this formula, charge and spin: 0.0 kcal per mole
- Total charge: +1
- LUMO level: -3.4176 eV
- HOMO level: -14.2 eV
- Maximum force: 1.684 eV Å⁻¹

These are the Mulliken partial charges, in e, on atoms 1 to 8:
1. H 0.38
2. H 0.41
3. H 0.34
4. C -0.71
5. H 0.28
6. O -0.17
7. H 0.43
8. C -1.47